1:
# C2H6FNO2S

C2H6FNO2S in the gas phase (ωB97M-V/def2-TZVPD, the OMol25 dataset).

Properties
SMILES: C[C@H](F)S(N)(=O)=O
Frontier orbital gap (Eh): 0.4230

Last column: Mulliken charge in e.
Positions of all 13 atoms, in Å:
S: 1.031 0.185 0.106  0.97
F: -0.984 -1.289 0.856  -0.31
O: 1.401 0.342 1.492  -0.57
O: 1.313 1.245 -0.869  -0.60
N: 1.501 -1.281 -0.524  -0.58
C: -0.801 -0.249 -0.095  0.30
C: -1.537 0.929 0.330  -1.05
H: -0.842 1.453 1.032  0.30
H: -0.956 -0.591 -1.189  0.33
H: -2.518 0.709 0.806  0.33
H: -1.834 1.496 -0.579  0.28
H: 2.269 -1.839 0.027  0.30
H: 1.957 -1.109 -1.392  0.30



2:
# C2H6FNO2S

2 unconnected molecules or ions with the total composition C2H6FNO2S (ωB97M-V/def2-TZVPD, the OMol25 dataset).

Properties
Frontier orbital gap (Eh): 0.3452

Last column: Mulliken charge in e.
Positions of all 13 atoms, in Å:
S: 1.687 0.331 -0.656  0.93
F: 1.656 -0.899 0.677  -0.38
O: 2.419 1.531 0.223  -0.45
O: 2.699 -0.029 -1.600  -0.49
N: -1.066 -1.373 -0.528  -0.42
C: -1.546 -0.111 -0.199  -0.05
C: -1.128 0.578 0.824  -0.83
H: -0.950 -2.102 0.156  0.21
H: -1.677 -1.674 -1.314  0.22
H: -1.431 1.621 0.795  0.21
H: -0.309 0.346 1.440  0.47
H: 2.017 1.576 1.084  0.35
H: -2.371 0.202 -0.901  0.23



1 is favored, and the nearest alternative lies 9.8 kcal/mol above it.



1:
# C3H7ClSi

2 unconnected molecules or ions with the total composition C3H7ClSi (ωB97M-V/def2-TZVPD, the OMol25 dataset).

Properties
Frontier orbital gap (Eh): 0.2843

Last column: Mulliken charge in e.
Positions of all 12 atoms, in Å:
Cl: 3.218 -0.802 -0.108  -0.25
Si: -3.378 -0.986 0.037  0.14
C: 0.820 0.383 0.919  -0.34
C: 1.469 -0.271 -0.204  0.04
C: 1.260 1.195 -0.238  -0.61
H: 2.236 1.661 -0.234  0.28
H: 1.496 0.611 1.703  0.28
H: 1.120 -1.000 -0.978  0.31
H: -0.272 0.053 0.991  0.02
H: -3.811 -2.203 -0.645  -0.06
H: 0.475 1.496 -0.876  0.24
H: -4.633 -0.137 -0.367  -0.05



2:
# C3H7ClSi

C3H7ClSi in the gas phase (ωB97M-V/def2-TZVPD, the OMol25 dataset).

Properties
SMILES: C=C(C)[SiH2]Cl
Frontier orbital gap (Eh): 0.3932

Last column: Mulliken charge in e.
Positions of all 12 atoms, in Å:
Cl: 0.296 0.118 -3.375  -0.25
Si: 1.288 -0.023 -1.602  0.58
C: -1.083 0.823 0.283  -1.07
C: 0.091 -1.296 0.783  -0.83
C: -0.061 -0.210 0.061  0.44
H: -2.052 0.556 -0.198  0.26
H: -0.284 -1.455 1.836  0.25
H: 1.866 1.339 -1.577  -0.13
H: 2.487 -0.908 -1.623  -0.13
H: 0.879 -2.011 0.702  0.27
H: -1.374 0.951 1.456  0.25
H: -0.862 1.759 -0.171  0.35



2 is favored, and the nearest alternative lies 85.3 kcal/mol above it.



1:
# CH4NOPS2

A molecular structure, CH4NOPS2 (ωB97M-V/def2-TZVPD, the OMol25 dataset).

Properties
Frontier orbital gap (Eh): 0.3482

Last column: Mulliken charge in e.
Positions of all 10 atoms, in Å:
S: -0.924 -0.970 -1.394  -0.09
S: 2.374 0.225 -0.470  -0.38
P: 0.422 0.335 -0.458  0.50
O: 0.299 -2.293 0.844  -0.59
N: -0.304 1.825 -0.360  -0.50
C: -0.765 -0.771 0.373  -0.13
H: -1.128 1.880 0.186  0.24
H: 1.216 -2.027 0.571  0.26
H: -1.513 -0.798 1.140  0.45
H: 0.324 2.593 -0.434  0.24



2:
# CH4NOPS2

CH4NOPS2 in the gas phase (ωB97M-V/def2-TZVPD, the OMol25 dataset).

Properties
SMILES: N[P@@](=S)(S)C=O
Frontier orbital gap (Eh): 0.3242

Last column: Mulliken charge in e.
Positions of all 10 atoms, in Å:
S: -2.909 -0.847 -0.171  -0.36
S: -1.029 1.964 -0.510  -0.29
P: -1.073 -0.123 -0.163  0.48
O: 1.367 -0.959 -1.489  -0.38
N: -0.068 -0.416 1.174  -0.55
C: 0.200 -0.754 -1.557  0.01
H: -0.276 -0.012 2.022  0.26
H: -2.282 2.190 0.118  0.20
H: -0.388 -1.191 -2.285  0.36
H: 0.798 -0.095 0.985  0.26



2 is favored, and the nearest alternative lies 37.8 kcal/mol above it.



1:
# C4H13NO2

3 unconnected molecules or ions with the total composition C4H13NO2 (ωB97M-V/def2-TZVPD, the OMol25 dataset).

Properties
Multiplicity: 2
Total charge: -1
Frontier orbital gap (alpha / beta) (Eh): 0.1016 / 0.3013

Last column: Löwdin spin population.
Positions of all 20 atoms, in Å:
O: -2.071 1.833 0.225  0.17
O: -1.421 -0.200 2.225  0.04
N: 1.061 -0.104 -0.991  0.05
C: -1.162 -0.668 -1.906  0.09
C: 2.296 -0.343 -0.282  0.12
C: 1.901 -0.130 1.239  0.08
C: 0.000 -0.910 -1.211  0.05
H: 2.730 -1.470 -0.318  0.01
H: -0.706 -0.342 1.596  0.01
H: 3.004 0.504 -0.704  0.07
H: -1.826 0.656 1.829  0.01
H: 1.491 -1.104 1.489  0.00
H: -1.783 -1.412 -2.035  0.00
H: 1.008 0.888 -1.410  0.12
H: 1.098 0.569 1.568  0.02
H: -1.210 0.363 -2.324  0.05
H: 2.758 0.010 1.888  0.01
H: -2.444 2.222 -0.558  0.06
H: -0.003 -1.835 -0.658  0.00
H: -1.818 0.915 -0.059  0.02



2:
# C4H13NO2

3 unconnected molecules or ions with the total composition C4H13NO2 (ωB97M-V/def2-TZVPD, the OMol25 dataset).

Properties
Multiplicity: 2
Total charge: -1
Frontier orbital gap (alpha / beta) (Eh): 0.0820 / 0.2156

Last column: Löwdin spin population.
Positions of all 20 atoms, in Å:
O: 0.110 1.608 0.087  0.02
O: 4.022 3.597 -1.050  0.01
N: -0.012 -1.127 -0.322  0.03
C: -3.012 -0.147 1.316  0.39
C: 0.496 -2.043 -1.264  0.02
C: -1.199 -1.703 0.356  0.05
C: -1.784 -0.825 1.451  0.34
H: 4.969 3.242 -0.907  0.00
H: 0.709 -1.228 0.537  0.00
H: -1.100 -0.644 2.338  0.02
H: -0.839 -2.716 0.794  0.01
H: -0.614 1.006 0.095  0.00
H: 1.521 -2.373 -1.065  0.00
H: -0.070 -3.014 -1.212  0.00
H: 0.643 1.148 -0.594  0.00
H: -3.709 -0.785 0.689  0.04
H: -3.246 0.726 1.896  0.04
H: -2.009 -1.925 -0.321  0.00
H: 3.446 2.749 -1.077  0.00
H: 0.323 -1.636 -2.371  0.00



1 is favored, and the nearest alternative lies 15.9 kcal/mol above it.



1:
# C3H6ClP

2 unconnected molecules or ions with the total composition C3H6ClP (ωB97M-V/def2-TZVPD, the OMol25 dataset).

Properties
Frontier orbital gap (alpha / beta) (Eh): 0.2504 / 0.2683

Last column: Mulliken charge in e.
Positions of all 11 atoms, in Å:
Cl: -1.821 -1.920 0.221  -0.06
P: -1.948 0.756 -2.266  -0.01
C: -0.447 -1.111 -0.266  -0.19
C: 0.534 -0.648 0.824  -0.39
C: 0.627 0.918 0.527  -1.19
H: -0.331 1.423 0.415  0.32
H: -0.902 -0.075 -2.836  0.07
H: 1.177 1.055 -0.342  0.33
H: 1.136 1.405 1.269  0.41
H: 0.452 -0.809 1.829  0.44
H: 1.523 -0.993 0.625  0.26



2:
# C3H6ClP

C3H6ClP in the gas phase (ωB97M-V/def2-TZVPD, the OMol25 dataset).

Properties
SMILES: CC(C)=PCl
Frontier orbital gap (Eh): 0.3369

Last column: Mulliken charge in e.
Positions of all 11 atoms, in Å:
Cl: 2.789 -0.784 -1.476  -0.24
P: 1.998 0.189 0.120  -0.06
C: -0.629 -0.359 -1.001  -1.27
C: 0.334 0.120 0.033  0.80
C: -0.437 0.478 1.272  -1.28
H: 0.305 0.462 2.150  0.37
H: -0.127 -0.176 -2.039  0.31
H: -0.851 1.510 1.422  0.27
H: -0.591 -1.428 -0.937  0.35
H: -1.272 -0.172 1.251  0.34
H: -1.519 0.160 -0.794  0.42



3:
# C3H6ClP

C3H6ClP in the gas phase (ωB97M-V/def2-TZVPD, the OMol25 dataset).

Properties
SMILES: C/P=C(/C)Cl
Frontier orbital gap (Eh): 0.3264

Last column: Mulliken charge in e.
Positions of all 11 atoms, in Å:
Cl: 1.236 1.173 0.677  -0.18
P: -1.000 -0.289 -0.629  0.00
C: 0.188 -0.105 0.593  0.35
C: -0.911 1.345 -1.517  -1.02
C: 0.653 -1.445 1.363  -1.11
H: 0.372 -1.593 2.430  0.26
H: -1.621 1.286 -2.278  0.33
H: 1.654 -1.448 1.197  0.38
H: -0.899 2.043 -0.745  0.31
H: 0.255 -2.208 0.787  0.36
H: 0.074 1.242 -1.877  0.32



2 is favored, and the nearest alternative lies 22.5 kcal/mol above it.